This record from the OMol25 dataset describes C16H20NOSV as an isolated structure. The level of theory is the ωB97M-V functional and the def2-TZVPD basis.

Last column: Löwdin spin population.
Element x y z (Å)
1 V -1.1182 -0.1366 0.7337  1.81
2 C -2.6739 1.3932 1.6232  0.00
3 C -1.7893 1.1184 2.7231  0.04
4 C -0.4762 1.5319 2.3528  0.00
5 H -2.0912 0.7617 3.7076  0.00
6 C -0.5381 2.0754 1.0176  0.00
7 C -1.9150 2.0203 0.5807  -0.02
8 H -2.2906 2.4456 -0.3592  0.00
9 H -3.7495 1.2158 1.6365  0.00
10 H 0.4324 1.4827 2.9574  0.00
11 H 0.2710 2.5923 0.4901  0.00
12 C -2.4420 -1.7484 -0.4317  0.00
13 C -2.6922 -0.4215 -0.9151  -0.01
14 C -1.4909 0.0565 -1.5516  -0.01
15 H -3.6295 0.1230 -0.8452  0.00
16 C -0.5207 -0.9889 -1.4825  0.00
17 C -1.0926 -2.0859 -0.7691  0.02
18 H -0.5900 -3.0222 -0.5649  0.00
19 H -3.1846 -2.4227 -0.0279  0.00
20 H -1.3504 0.9810 -2.1116  0.00
21 H 0.4253 -0.9885 -2.0196  0.00
22 O 0.7277 -0.2609 0.6195  0.07
23 C 2.9749 0.1421 -1.3813  0.00
24 C 3.1034 -0.4104 -0.0300  0.00
25 C 2.8302 1.5929 -1.5654  0.00
26 C 3.1294 -0.7267 -2.5680  0.00
27 C 1.8435 -1.1122 0.5512  0.01
28 H 3.4452 0.3715 0.6690  0.00
29 H 3.8766 -1.1970 -0.0593  0.00
30 H 1.6454 -2.0068 -0.0749  0.00
31 H 2.0753 -1.4563 1.5737  0.00
32 H 3.8065 2.1127 -1.5994  0.00
33 H 2.2601 2.0252 -0.7293  0.00
34 H 2.3089 1.8284 -2.5071  0.00
35 H 4.1759 -0.8154 -2.9153  0.00
36 H 2.5654 -0.3274 -3.4264  0.00
37 H 2.7772 -1.7526 -2.3840  0.00
38 S -2.3269 -1.7752 2.5390  0.05
39 C -3.8223 -1.2714 3.0686  0.01
40 N -4.8899 -0.9435 3.4749  0.02

Atomic forces in eV per Å
V 0.44 0.76 -1.60
C 0.52 0.44 0.36
C 0.41 1.32 -0.31
C -0.95 0.49 -0.32
H 0.15 -0.13 -0.57
C -1.22 0.52 0.50
C 0.86 0.32 1.11
H 0.18 -0.50 0.52
H 0.42 -0.10 -0.09
H -0.44 -0.23 -0.32
H -0.32 -0.72 0.12
C 0.29 0.55 -1.39
C 0.35 -0.77 -0.08
C 0.25 -1.33 -0.31
H 0.22 -0.17 0.10
C -1.45 0.01 -0.49
C -0.65 0.51 -0.39
H -0.08 0.11 0.09
H 0.24 0.29 0.28
H -0.07 -0.22 0.45
H 0.10 0.27 0.76
O 1.40 -0.47 0.64
C -1.19 -0.22 -0.24
C -0.36 -0.04 -0.44
C -0.25 -0.46 0.17
C -0.34 0.35 0.58
C -0.34 0.41 0.27
H -0.08 -0.09 0.20
H 0.38 -0.39 0.44
H -0.07 0.14 0.09
H 0.09 -0.28 0.06
H 0.54 0.77 -0.13
H 0.09 0.18 -0.20
H -0.01 0.18 0.04
H 0.80 -0.29 -0.49
H 0.00 -0.12 -0.07
H 0.06 0.01 -0.13
S -0.13 -1.11 0.89
C -1.91 0.56 0.79
N 2.08 -0.55 -0.87

- Charge: -2
- 2S+1: 3
- E_HOMO (spin up / spin down): 2.08 / 2.09 eV
- Frontier orbital gap (spin up / spin down): 2.95 / 2.94 eV
- Lowest unoccupied orbital energy (spin up / spin down): 5.0 / 5.0 eV
- Total energy: -2093.73153 Ha